(1)
Computed, not measured: a structure of composition C25H14Br4MnO3S3, with ωB97M-V/def2-TZVPD.

```
50
Properties=species:S:1:pos:R:3:forces:R:3:mulliken_charge:R:1
Mn -0.3075 0.6033 1.1294 0.046 -0.013 -0.005 0.168
Br -1.1758 7.2898 2.7783 0.006 -0.022 0.007 -0.234
C -0.6138 5.4736 2.7847 -0.039 -0.008 -0.087 0.206
C 0.0974 4.9586 3.8476 0.044 -0.059 0.053 0.065
Br 0.5366 6.0471 5.3431 -0.008 -0.004 -0.018 -0.241
C 0.5029 3.6078 3.8226 -0.040 0.026 -0.056 -0.345
Br 1.4692 2.8281 5.2576 0.022 -0.016 0.026 -0.192
C 0.2086 2.7606 2.7553 0.039 0.066 0.075 0.437
O 0.5511 1.5158 2.6875 -0.093 0.017 0.022 -0.868
C -0.5436 3.3027 1.6402 -0.009 0.025 -0.035 0.938
O -0.8256 2.4965 0.6719 0.077 -0.178 0.018 -0.896
C -0.9248 4.6427 1.6896 0.019 0.001 0.064 -0.146
Br -1.9218 5.2724 0.2048 -0.004 0.024 -0.040 -0.188
C 3.7645 -1.2173 -0.8415 -0.030 -0.027 -0.016 -0.251
C 2.5423 -1.8358 -1.0800 0.054 0.019 0.023 -0.640
C 1.3758 -1.3239 -0.5174 -0.047 -0.082 -0.046 0.254
C 1.3593 -0.1887 0.3080 -0.081 0.203 -0.042 -0.144
C 2.6165 0.4015 0.5315 0.098 -0.049 -0.002 -0.244
C 3.7924 -0.0887 -0.0293 -0.037 0.025 0.030 -0.660
H 4.6783 -1.6072 -1.2795 -0.002 0.001 -0.003 0.325
H 2.4990 -2.7205 -1.7106 -0.003 0.006 -0.004 0.346
H 0.4335 -1.8207 -0.7333 -0.003 0.015 0.014 0.216
H 2.6724 1.2730 1.1774 0.003 0.005 -0.014 0.332
H 4.7376 0.4103 0.1690 -0.002 -0.006 0.006 0.331
O -1.5021 -0.7219 0.2921 0.013 0.039 0.046 -0.426
C -2.8667 -0.5635 0.2074 -0.038 0.045 -0.066 2.545
C -3.3537 0.6224 1.0342 0.057 -0.031 0.043 -0.777
C -3.9795 1.7660 0.6511 -0.001 0.036 0.030 -0.221
C -4.0794 2.7256 1.7013 -0.034 -0.026 -0.030 -0.667
C -3.5275 2.2857 2.8611 0.012 -0.014 0.008 -0.632
S -2.8729 0.7100 2.6915 -0.011 0.023 -0.034 -0.161
C -3.5483 -1.8357 0.6837 -0.037 0.000 -0.050 -0.371
C -4.8171 -2.0578 1.1274 -0.020 -0.029 0.037 -0.256
C -5.0598 -3.4286 1.4280 0.020 0.030 0.021 -0.705
C -3.9605 -4.2038 1.2061 -0.036 -0.015 -0.055 -0.550
S -2.6339 -3.2812 0.6338 0.043 -0.038 0.074 -0.099
C -3.2392 -0.3327 -1.2553 0.028 0.002 0.053 -0.829
C -4.4300 -0.4131 -1.9150 -0.015 -0.002 -0.021 -0.105
C -4.3157 -0.0580 -3.2875 -0.011 -0.005 0.009 -0.650
C -3.0354 0.2758 -3.6223 -0.006 0.003 -0.016 -0.567
S -1.9690 0.1567 -2.2897 0.010 0.016 -0.013 -0.051
H -4.2996 1.9439 -0.3653 0.004 0.006 -0.001 0.471
H -4.4953 3.7154 1.5776 0.000 -0.005 -0.003 0.454
H -3.4243 2.8196 3.7926 0.006 -0.001 -0.002 0.506
H -5.5341 -1.2581 1.2580 -0.003 -0.009 0.002 0.506
H -5.9963 -3.8116 1.8120 0.000 0.006 0.003 0.363
H -3.8618 -5.2646 1.3772 0.005 0.005 -0.013 0.415
H -5.3481 -0.7203 -1.4324 -0.002 0.004 -0.006 0.459
H -5.1407 -0.0578 -3.9884 -0.001 -0.003 0.005 0.368
H -2.6703 0.5748 -4.5928 0.007 -0.002 0.008 0.412
```
Forces are in eV/Å.

The value obtained for the lowest unoccupied orbital energy (alpha / beta) is 4.2 / 4.2 eV. The highest occupied orbital energy (alpha / beta) comes out at -1.268 / -1.010 eV. As for the total charge: -2. The relative energy (zero: lowest compared OMol25 entry of this formula, charge and spin) comes out at 0.0 kcal/mol. As for the spin multiplicity: 2. As for the calculated total energy: -13828.4332 hartree. For the HOMO-LUMO gap (alpha / beta), the calculation gives 5.455 / 5.197 eV.

(2)
Computed, not measured: a structure of composition C36H41CrO4Si in a non-equilibrium geometry, with ωB97M-V/def2-TZVPD.

```
83
Properties=species:S:1:pos:R:3:forces:R:3:mulliken_charge:R:1
C -0.9006 -2.4328 4.9789 0.129 0.095 -0.030 -1.425
C -2.0859 -2.8653 4.1159 0.633 -0.307 1.942 0.876
C -1.9550 -4.3297 3.6932 -0.046 -0.011 -0.832 -1.433
Si -2.3293 -1.7304 2.6387 0.828 -1.740 -2.918 -0.270
C -3.6814 -2.4279 1.5216 0.317 0.372 0.034 0.915
C -3.8847 -1.5663 0.2714 -0.082 -0.108 -0.316 -1.386
C -4.9927 -2.6166 2.2947 -0.088 -0.060 0.115 -1.553
C -2.7484 0.0446 3.1041 -0.336 2.687 1.368 1.051
C -1.5679 0.9849 2.8496 0.422 -0.240 -0.227 -1.191
C -3.2933 0.1891 4.5256 0.107 -0.485 0.063 -1.572
O -0.8296 -1.6604 1.8163 -1.238 -0.319 1.602 -0.481
C -0.5451 -1.9876 0.5236 0.415 1.676 -2.008 0.722
C -0.3430 -3.4405 0.2405 -0.144 -0.427 -0.162 -1.328
C -0.3847 -1.0136 -0.4303 -1.077 -2.280 2.212 -0.014
H -0.8076 -3.1171 5.8348 -0.022 0.154 -0.159 0.453
H 0.0403 -2.4815 4.4127 -0.229 -0.012 0.144 0.319
H -1.0138 -1.4199 5.3837 0.047 -0.226 -0.082 0.266
H -3.0187 -2.7407 4.6910 0.027 0.223 -0.227 0.361
H -1.8495 -4.9582 4.5891 -0.020 0.284 -0.063 0.472
H -2.8334 -4.6915 3.1435 0.236 0.073 0.118 0.328
H -1.0612 -4.4875 3.0723 -0.237 -0.014 0.185 0.251
H -3.3132 -3.4180 1.2068 -0.007 0.180 0.060 0.305
H -4.6562 -2.0291 -0.3604 0.136 0.236 0.104 0.476
H -4.2237 -0.5533 0.5307 -0.019 -0.207 -0.107 0.303
H -2.9673 -1.4792 -0.3271 -0.306 0.000 0.182 0.204
H -5.7568 -3.0341 1.6241 0.150 0.134 0.182 0.474
H -4.8828 -3.3099 3.1380 -0.061 0.130 -0.127 0.354
H -5.3801 -1.6640 2.6838 0.036 -0.176 -0.102 0.311
H -3.5506 0.3043 2.3958 0.036 -0.674 -0.181 0.355
H -1.8632 2.0157 3.0915 -0.128 -0.238 0.108 0.451
H -0.7033 0.7269 3.4775 -0.190 0.116 -0.170 0.278
H -1.2552 0.9711 1.7975 -0.057 -0.048 0.331 0.071
H -3.7433 1.1862 4.6387 0.083 -0.149 -0.110 0.465
H -4.0752 -0.5459 4.7588 0.097 0.214 -0.052 0.378
H -2.4984 0.0994 5.2786 -0.224 0.079 -0.215 0.344
H 0.2264 -3.5418 -0.6920 -0.148 -0.060 0.285 0.399
H 0.2102 -3.9360 1.0555 -0.188 0.220 -0.296 0.324
H -1.3067 -3.9629 0.1002 0.328 0.131 0.180 0.221
H -0.3897 -1.3909 -1.4471 0.381 0.292 0.338 0.418
H -0.3835 0.0383 -0.1639 -0.392 -0.283 -0.129 -0.421
O 6.4975 4.4984 -3.5258 -1.873 -1.316 3.432 -0.258
C 5.8958 4.1486 -2.5919 2.110 1.228 -4.257 0.395
Cr 4.7102 3.7471 -1.1617 1.079 1.977 -0.820 -0.135
C 3.3979 3.6687 -2.5090 -3.015 0.075 -3.275 0.512
O 2.6157 3.6944 -3.3745 2.605 -0.162 2.937 -0.295
C 4.3522 5.6133 -1.1598 -1.426 4.538 -0.986 0.378
O 4.1331 6.7452 -1.3280 0.869 -3.913 0.867 -0.256
C 6.0576 3.5016 0.5270 0.661 -0.310 0.993 -0.596
C 6.2190 2.4299 -0.3607 0.598 0.035 0.193 -0.638
C 5.1056 1.6959 -0.7876 -0.341 -1.601 -0.486 -0.480
C 3.8153 1.9633 -0.2786 -1.122 -0.836 -0.332 1.070
C 2.6470 1.2766 -0.8179 0.196 0.003 -0.005 -0.208
C 1.7184 0.8319 -1.4819 0.577 0.343 0.597 -1.129
C 0.6520 0.4000 -2.3025 1.103 1.369 -2.001 -0.002
C -0.4203 1.3607 -2.5552 -0.426 0.401 0.632 1.320
C -0.3960 2.6055 -1.8706 -0.138 0.178 -0.370 -0.389
C -1.2719 3.6380 -2.2082 0.163 -0.421 0.108 -0.875
C -2.2101 3.4543 -3.2287 0.105 -0.168 -0.035 -0.504
C -2.3226 2.1998 -3.8424 0.059 0.001 0.267 -1.091
C -1.4939 1.1454 -3.4544 0.077 0.144 -0.040 -0.657
C 0.9804 -0.6781 -3.2424 0.588 -0.445 -0.234 0.915
C 1.9208 -1.6483 -2.8156 -0.297 -0.276 -0.113 -0.556
C 2.1054 -2.8345 -3.5212 -0.007 0.321 -0.066 -0.658
C 1.4021 -3.0556 -4.7131 -0.130 0.111 0.141 -0.475
C 0.5911 -2.0402 -5.2336 0.292 0.080 0.158 -0.888
C 0.4442 -0.8330 -4.5457 -0.133 -0.159 0.233 -0.460
C 3.6660 3.0836 0.5659 -1.464 -0.468 0.592 -0.272
C 4.7759 3.8223 0.9929 0.335 0.341 0.429 -0.686
H 6.9214 4.0982 0.8313 -0.342 -0.191 -0.150 0.495
H 7.2071 2.1841 -0.7530 -0.320 0.155 0.066 0.573
H 5.2137 0.9063 -1.5368 0.023 0.261 0.395 0.593
H 0.3645 2.7724 -1.1039 -0.257 0.002 -0.285 0.368
H -1.2028 4.5868 -1.6758 -0.066 -0.214 -0.200 0.438
H -2.8584 4.2776 -3.5303 0.173 -0.260 0.068 0.420
H -3.0622 2.0413 -4.6324 0.190 0.015 0.407 0.427
H -1.6661 0.1544 -3.8701 0.041 0.356 0.086 0.944
H 2.4892 -1.4570 -1.9028 -0.308 -0.240 -0.132 0.327
H 2.8000 -3.5814 -3.1346 -0.182 0.180 -0.189 0.432
H 1.5078 -4.0030 -5.2430 -0.029 0.293 0.132 0.413
H 0.0734 -2.1845 -6.1852 0.317 0.116 0.264 0.414
H -0.0646 0.0010 -5.0305 0.047 -0.427 0.222 0.809
H 2.6565 3.3703 0.8711 0.432 -0.133 0.007 0.611
H 4.6304 4.6707 1.6635 0.068 -0.208 -0.289 0.581
```
Forces are in eV/Å.

The value obtained for the lowest unoccupied orbital energy (alpha / beta) is -5.0 / -10.0 eV. The highest occupied orbital energy (alpha / beta) comes out at -11.538 / -13.216 eV. As for the total charge: +2. The relative energy (zero: lowest compared OMol25 entry of this formula, charge and spin) comes out at 9.0 kcal/mol. As for the spin multiplicity: 4. As for the calculated total energy: -3030.6243 hartree. For the HOMO-LUMO gap (alpha / beta), the calculation gives 6.542 / 3.207 eV.

(3)
Computed, not measured: a structure of composition C39H32AuN3P2S, with ωB97M-V/def2-TZVPD.

```
78
Properties=species:S:1:pos:R:3:forces:R:3:mulliken_charge:R:1
Au -0.8441 -1.4099 0.4855 -0.254 0.492 0.105 0.614
N 1.1639 1.3560 0.2815 -0.006 -0.193 -0.032 -0.215
P 0.4422 1.1883 -1.3030 -0.115 0.107 0.035 0.689
C 1.5973 2.2785 -2.2183 0.010 -0.043 0.001 0.180
C 2.1687 1.7452 -3.3707 0.018 -0.044 0.020 -0.344
C 3.0586 2.4975 -4.1282 0.011 -0.002 0.012 -0.590
C 3.3897 3.7829 -3.7308 -0.010 -0.002 0.013 -0.482
C 2.8309 4.3202 -2.5758 0.012 0.001 -0.011 -0.682
C 1.9375 3.5733 -1.8262 -0.049 0.018 0.014 -0.104
C -1.0256 2.2712 -1.0657 0.052 0.030 -0.001 0.988
C -1.1304 3.2575 -0.0860 -0.009 -0.036 -0.007 -0.488
C -2.3016 3.9875 0.0520 -0.024 0.013 -0.005 -0.965
C -3.3820 3.7390 -0.7867 0.010 0.016 0.024 -0.533
C -3.2910 2.7517 -1.7563 0.020 -0.037 -0.003 -0.652
C -2.1213 2.0146 -1.8853 -0.029 0.035 -0.013 -0.658
P 0.5171 0.4349 1.5332 0.257 -0.087 0.054 0.714
C 0.4862 1.5521 2.9760 -0.101 0.000 -0.001 0.176
C -0.7389 2.0738 3.3848 0.022 -0.045 0.017 -0.118
C -0.8010 2.9860 4.4296 0.006 -0.005 0.012 -0.744
C 0.3619 3.3796 5.0743 -0.012 -0.001 -0.004 -0.448
C 1.5873 2.8582 4.6782 0.018 -0.006 -0.009 -0.719
C 1.6497 1.9469 3.6358 0.026 0.001 -0.056 -0.493
C 1.7323 -0.8422 1.9612 -0.306 0.084 -0.033 -0.510
C 1.8441 -1.3495 3.2194 0.137 -0.068 0.065 -0.766
C 2.5406 -2.5556 3.4621 0.008 0.058 -0.154 -0.953
C 3.1562 -3.2357 2.3827 0.024 0.112 0.049 -0.608
C 3.0718 -2.7661 1.1116 0.039 -0.114 0.232 -0.770
C 2.2433 -1.5698 0.7489 -0.038 -0.008 -0.083 0.815
H 2.1238 1.6714 0.3197 0.002 0.052 0.045 0.458
H 1.9256 0.7285 -3.6620 -0.014 0.010 -0.013 0.263
H 3.4972 2.0740 -5.0227 -0.004 -0.001 0.001 0.422
H 4.0847 4.3700 -4.3177 -0.003 0.000 0.001 0.374
H 3.0891 5.3251 -2.2661 -0.004 -0.002 -0.001 0.415
H 1.4920 4.0037 -0.9366 -0.004 -0.004 -0.004 0.303
H -0.2994 3.4361 0.5861 -0.001 0.006 0.001 0.411
H -2.3745 4.7502 0.8181 0.003 -0.005 -0.003 0.415
H -4.2967 4.3077 -0.6742 0.004 -0.006 -0.003 0.393
H -4.1374 2.5380 -2.3968 0.006 0.006 0.002 0.432
H -2.0612 1.2175 -2.6189 -0.002 0.000 -0.001 0.340
H -1.6471 1.7562 2.8877 0.005 0.003 0.007 0.362
H -1.7583 3.3825 4.7427 0.005 0.000 -0.004 0.427
H 0.3149 4.0891 5.8906 0.003 -0.003 -0.005 0.390
H 2.4952 3.1617 5.1837 -0.004 -0.003 -0.001 0.392
H 2.6053 1.5343 3.3339 0.009 0.004 0.010 0.416
H 1.3827 -0.8333 4.0543 -0.004 -0.009 -0.008 0.433
H 2.5989 -2.9514 4.4664 0.020 0.006 -0.006 0.414
H 3.7188 -4.1400 2.5817 -0.021 -0.003 0.009 0.405
H 3.5815 -3.2923 0.3138 -0.118 0.014 -0.058 0.356
H 2.8720 -0.8612 0.1841 0.062 0.048 0.059 0.390
S -5.3514 -1.2933 0.9572 0.044 -0.065 0.103 -0.355
C -4.7727 0.2921 1.2350 -0.028 0.022 -0.111 -1.028
C -3.4182 0.3735 1.1083 -0.001 0.025 0.040 0.118
C -2.8012 -0.8742 0.8155 0.004 -0.097 0.046 -0.412
C -3.7416 -1.8698 0.7110 0.002 0.200 -0.043 0.024
C -3.3841 -3.2317 0.3426 0.023 -0.104 -0.066 1.177
C -4.2806 -4.2665 0.0794 -0.013 0.043 0.047 -0.830
C -3.7876 -5.4963 -0.3134 -0.015 -0.028 -0.008 -0.293
C -2.4178 -5.6825 -0.4468 0.023 -0.007 0.011 -0.930
C -1.5882 -4.6110 -0.1692 -0.071 0.020 0.078 -0.155
N -2.0640 -3.4330 0.2211 0.151 -0.191 -0.178 -0.135
H -5.4658 1.0901 1.4528 -0.006 -0.017 -0.023 0.503
H -2.8818 1.3100 1.1881 0.002 0.001 0.002 0.359
H -5.3453 -4.0972 0.1728 0.006 0.000 0.008 0.340
H -4.4716 -6.3087 -0.5243 0.006 0.004 -0.001 0.422
H -2.0006 -6.6286 -0.7605 -0.009 -0.001 -0.001 0.392
H -0.5091 -4.6772 -0.2577 -0.005 0.008 -0.007 0.462
N 1.1046 -1.9467 -0.0978 0.180 -0.163 -0.195 0.117
C 1.3683 -2.1131 -1.4409 0.141 0.021 0.036 0.583
C 0.3148 -2.4027 -2.3336 -0.022 -0.027 -0.086 -0.079
C 0.5268 -2.5477 -3.6893 -0.048 0.015 0.049 -0.946
C 1.7987 -2.4119 -4.2405 0.051 0.005 -0.006 -0.550
C 2.8508 -2.1340 -3.3842 -0.057 -0.034 -0.016 -1.046
C 2.6520 -1.9911 -2.0163 -0.059 -0.005 0.060 -0.134
H -0.6951 -2.4852 -1.9471 0.019 0.002 0.004 0.302
H -0.3207 -2.7601 -4.3309 0.007 -0.004 0.000 0.403
H 1.9598 -2.5275 -5.3041 0.000 0.006 0.006 0.387
H 3.8555 -2.0288 -3.7774 0.000 0.006 0.000 0.392
H 3.5152 -1.7806 -1.4013 0.019 -0.025 -0.020 0.367
```
Forces are in eV/Å.

The value obtained for the lowest unoccupied orbital energy (alpha / beta) is 0.3 / -0.9 eV. The highest occupied orbital energy (alpha / beta) comes out at -6.285 / -6.674 eV. As for the total charge: 0. As for the spin multiplicity: 3. As for the calculated total energy: -2886.1493 hartree. For the HOMO-LUMO gap (alpha / beta), the calculation gives 6.572 / 5.777 eV.